(1)
Entry from the OMol25 dataset: a molecular structure, C4H7ErLiO2 (wB97M-V/def2-TZVPD).

The LUMO energy (spin up / spin down) is -6.55 / -10.28 eV. Its charge is +2. For the HOMO-LUMO gap (spin up / spin down), the calculation gives 5.37 / 2.70 eV. The calculation puts the HOMO energy (spin up / spin down) at -11.92 / -12.97 eV. The multiplicity is 5.

Last column: Mulliken charge in e.
Geometry (Å):
H (1.786625, 1.859426, -1.318019)  0.26
C (-0.821302, -1.009715, 1.394619)  -0.08
C (-0.722617, -0.249423, 0.132117)  -0.40
C (0.614199, 0.502924, 0.033384)  -0.63
C (0.790323, 1.162946, -1.335460)  -0.16
O (1.062285, 0.293699, -2.331964)  -0.47
O (-1.862161, -1.126597, 2.033951)  -0.23
Er (-2.942297, -2.252820, 4.233915)  0.67
Li (2.328341, -0.028325, -3.461668)  0.92
H (0.104541, -1.480380, 1.777460)  0.38
H (-0.765217, -0.994795, -0.682310)  0.32
H (-1.581309, 0.427119, 0.037846)  0.34
H (1.456767, -0.182712, 0.213002)  0.37
H (0.660735, 1.287220, 0.805005)  0.37
H (-0.108915, 1.791435, -1.531879)  0.34

Atoms 1-3, force components in eV/Å:
H -1.79 -0.86 -0.14
C -0.71 -0.28 1.04
C 0.14 0.32 -0.63

***

(2)
Entry from the OMol25 dataset: a single C4H7F molecule (wB97M-V/def2-TZVPD).

The LUMO energy is 1.05 eV. Its charge is 0. As for the SMILES: C=C(C)CF. For the HOMO-LUMO gap, the calculation gives 10.39 eV. The calculation puts the HOMO energy at -9.34 eV.

Last column: Mulliken charge in e.
Geometry (Å):
C (0.127865, 1.565289, -0.079700)  -0.84
C (-0.112110, 0.219449, -0.104804)  0.72
C (-1.322622, -0.489239, 0.017210)  -1.28
C (1.112783, -0.690834, -0.082982)  -0.28
F (2.234538, 0.034300, 0.046188)  -0.28
H (-0.601860, 2.325503, 0.146803)  0.30
H (1.205825, 1.882189, 0.019224)  0.25
H (-2.201523, 0.155139, -0.030487)  0.34
H (-1.413046, -1.002521, 0.992866)  0.30
H (-1.345503, -1.224455, -0.761596)  0.32
H (1.187780, -1.371437, -1.010083)  0.23
H (1.127872, -1.403383, 0.847356)  0.22

Atoms 1-3, force components in eV/Å:
C 1.22 -1.78 0.85
C 3.70 3.06 0.56
C -2.81 -0.66 0.84

***

(3)
Entry from the OMol25 dataset: a single C4H7F molecule (wB97M-V/def2-TZVPD).

The LUMO energy is 1.14 eV. Its charge is 0. As for the SMILES: C/C=C/CF. For the HOMO-LUMO gap, the calculation gives 11.10 eV. The calculation puts the HOMO energy at -9.96 eV.

Last column: Mulliken charge in e.
Geometry (Å):
C (0.965504, 1.745369, -0.076664)  -1.02
C (0.483913, 0.340763, 0.205399)  0.04
C (-0.413377, -0.328427, -0.363520)  -0.32
C (-0.958466, -1.605483, 0.176618)  -0.21
F (-1.259555, -2.519276, -0.742058)  -0.31
H (1.011438, 2.257849, 0.824497)  0.35
H (2.040671, 1.570078, -0.237519)  0.26
H (0.481598, 2.336715, -0.871118)  0.32
H (1.203555, -0.409847, 0.671037)  0.17
H (-1.238121, 0.100573, -1.004922)  0.21
H (-1.938903, -1.279865, 0.616022)  0.16
H (-0.378257, -2.208448, 0.802229)  0.34

Atoms 1-3, force components in eV/Å:
C 0.96 -1.80 -0.74
C 4.89 1.01 0.99
C -6.02 -1.73 -2.27

***

Energy relative to the best compared isomer or geometry (same formula, charge and spin) values (in kcal/mol) by entry order: 26.0, 11.8, 26.9.